{
  "formula": "C18H25N3O2",
  "method": "ωB97M-V/def2-TZVPD",
  "smiles": "COc1ccc(OC)c2c(C)cc(N3CCCN(C)CC3)nc12",
  "relative_energy_ev": 3.1956,
  "gap_ha": 0.292,
  "homo_ev": -7.126,
  "e_tot_ha": -1015.6081,
  "elements": ["C", "H", "H", "O", "C", "C", "C", "C", "C", "C", "C", "C", "N", "C", "N", "C", "H", "C", "N", "C", "H", "H", "H", "C", "H", "C", "H", "H", "C", "H", "H", "H", "H", "H", "H", "H", "C", "H", "H", "H", "O", "C", "H", "H", "H", "H", "H", "H"],
  "positions_angstrom": [[-0.46155, -3.65259, 0.26083], [-0.28432, -3.37909, 1.30356], [-0.36440, -4.73354, 0.14582], [-1.77972, -3.36287, -0.12751], [-2.28813, -2.09472, -0.08609], [-3.62116, -2.03220, -0.42401], [-4.32329, -0.83226, -0.45285], [-3.69623, 0.35309, -0.14836], [-2.31775, 0.34814, 0.19963], [-1.57016, 1.52343, 0.50944], [-0.24853, 1.40644, 0.83713], [0.37531, 0.13579, 0.88149], [-0.29832, -0.95613, 0.57900], [-1.60192, -0.89096, 0.24401], [1.67609, -0.01175, 1.28769], [2.59070, 1.10668, 1.29613], [2.12868, 1.95128, 1.81031], [3.00117, 1.53773, -0.11719], [4.12306, 0.80313, -0.68664], [4.15190, 0.97672, -2.12197], [3.28624, 0.52771, -2.63482], [5.06312, 0.53538, -2.52215], [4.16146, 2.04379, -2.34438], [4.30411, -0.57370, -0.26201], [5.01413, -1.02028, -0.96167], [3.05170, -1.46208, -0.17776], [2.37154, -1.23167, -0.99959], [3.35612, -2.50552, -0.27687], [2.30783, -1.30292, 1.15194], [3.01316, -1.42789, 1.98140], [1.52749, -2.05553, 1.23522], [4.79317, -0.56423, 0.71931], [2.10536, 1.45692, -0.75850], [3.29664, 2.59395, -0.10103], [3.47173, 0.82293, 1.87326], [0.30984, 2.30018, 1.06176], [-2.16662, 2.89568, 0.48471], [-1.41206, 3.63824, 0.73787], [-2.98557, 2.96798, 1.19612], [-2.56782, 3.12097, -0.50050], [-4.34543, 1.56035, -0.16166], [-5.71218, 1.58685, -0.48046], [-6.30651, 1.00396, 0.23123], [-6.00516, 2.63460, -0.41802], [-5.90050, 1.22096, -1.49543], [-5.36659, -0.86023, -0.72004], [-4.12279, -2.95467, -0.67064], [0.26618, -3.14809, -0.37769]],
  "atomic_forces_ev_per_a": [[0.426, -0.315, 0.102], [0.064, -0.046, -0.101], [-0.010, 0.050, 0.014], [-0.210, 0.265, -0.076], [-0.656, -0.155, -0.180], [0.593, -0.099, 0.150], [-0.139, 0.480, 0.018], [-0.255, -0.216, -0.093], [-0.045, -0.243, -0.022], [0.373, 0.008, 0.083], [-0.186, 0.140, -0.081], [-0.556, -0.435, -0.036], [0.564, 0.270, 0.087], [-0.344, 0.321, -0.072], [0.170, -0.061, 0.260], [-0.035, 0.335, -0.298], [0.116, -0.048, -0.006], [0.093, 0.205, 0.142], [-0.038, 0.040, 0.010], [0.055, -0.006, 0.068], [-0.028, 0.006, -0.020], [0.022, 0.012, -0.085], [-0.015, 0.030, -0.102], [-0.022, -0.160, 0.040], [0.025, 0.032, 0.087], [0.113, 0.141, 0.227], [-0.074, -0.082, -0.096], [-0.008, -0.059, -0.040], [-0.036, -0.357, -0.199], [-0.029, -0.019, -0.031], [0.149, 0.006, 0.079], [0.025, -0.151, -0.043], [0.041, 0.047, 0.042], [-0.157, -0.009, -0.018], [-0.041, 0.047, 0.058], [0.008, 0.095, 0.005], [0.048, 0.190, 0.040], [0.056, -0.004, 0.012], [-0.038, 0.087, -0.023], [-0.046, 0.075, 0.018], [0.370, -0.202, 0.070], [-0.226, 0.012, -0.055], [0.035, 0.002, -0.041], [-0.036, -0.087, -0.020], [0.013, -0.009, 0.050], [-0.097, 0.068, -0.017], [-0.032, -0.114, -0.019], [-0.001, -0.088, 0.111]]
}


{
  "formula": "C20H44Cl4MoO2P2",
  "method": "ωB97M-V/def2-TZVPD",
  "multiplicity": 3,
  "relative_energy_ev": 4.3083,
  "gap_ha": [0.194, 0.206],
  "homo_ev": [-6.335, -6.336],
  "e_tot_ha": -3530.4403,
  "elements": ["Mo", "Cl", "P", "C", "C", "C", "C", "H", "C", "H", "H", "H", "H", "H", "H", "H", "C", "C", "H", "H", "H", "H", "H", "H", "C", "H", "C", "H", "H", "H", "H", "H", "H", "H", "H", "P", "C", "C", "C", "C", "H", "C", "H", "H", "H", "H", "H", "H", "H", "C", "C", "H", "H", "H", "H", "H", "H", "C", "H", "C", "H", "H", "H", "H", "H", "H", "Cl", "C", "Cl", "Cl", "C", "O", "O"],
  "positions_angstrom": [[-0.77718, -0.55024, -0.11271], [-0.43953, -0.22875, -2.46067], [-0.28066, -2.91965, -0.53753], [0.71786, -3.67778, -1.88792], [-0.08876, -3.98437, 0.96292], [-1.99953, -3.03725, -1.16561], [2.06920, -2.97550, -2.05636], [0.11545, -3.47239, -2.78647], [0.88483, -5.18952, -1.72527], [1.42596, -5.44191, -0.80358], [1.48071, -5.56959, -2.56618], [-0.06825, -5.72825, -1.72759], [1.94257, -1.94388, -2.39541], [2.65275, -3.51109, -2.81393], [2.64146, -2.97617, -1.12087], [-1.96697, -2.61519, -2.18334], [-2.93069, -2.16755, -0.30663], [-2.42093, -4.51334, -1.28344], [-1.89145, -5.00123, -2.10394], [-3.49013, -4.55951, -1.50981], [-2.24654, -5.07833, -0.36326], [-2.42478, -1.43359, 0.39120], [-3.54741, -2.79895, 0.35122], [-3.61233, -1.60762, -0.95770], [1.28242, -3.72956, 1.60512], [-0.12008, -5.02641, 0.60157], [-1.20163, -3.81921, 2.00508], [2.11310, -3.95415, 0.92554], [1.39142, -4.38284, 2.48472], [1.36742, -2.68176, 1.94067], [-1.23224, -2.79566, 2.40938], [-0.98018, -4.48906, 2.85086], [-2.19571, -4.08109, 1.62430], [0.68422, -1.43336, -0.40157], [-2.09269, 0.25114, -0.60105], [0.65570, 4.25840, -0.47192], [-0.71649, 4.24447, -1.68475], [0.28493, 4.05476, 1.31690], [2.02513, 3.36748, -1.28399], [-1.76555, 3.14473, -1.52805], [-0.20132, 4.06384, -2.64799], [-1.34231, 5.64957, -1.75524], [-1.86620, 5.89934, -0.82539], [-2.05407, 5.67571, -2.58639], [-0.57164, 6.40911, -1.93425], [-1.33795, 2.15482, -1.72055], [-2.56827, 3.30941, -2.25944], [-2.21760, 3.12348, -0.53431], [1.55068, 2.90217, -2.16522], [2.69517, 2.24873, -0.48452], [3.03939, 4.43154, -1.75396], [2.66345, 4.99293, -2.61542], [3.98556, 3.96266, -2.03745], [3.22918, 5.15566, -0.94764], [1.96264, 1.52044, -0.12423], [3.28275, 2.63089, 0.35870], [3.38930, 1.72711, -1.15355], [-1.10786, 3.53433, 1.68174], [0.30713, 5.13496, 1.58600], [1.38020, 3.38100, 2.15204], [-1.90449, 4.06558, 1.15137], [-1.26837, 3.70037, 2.75451], [-1.19235, 2.45004, 1.51968], [1.38317, 2.28579, 2.03667], [1.18589, 3.58991, 3.21410], [2.37545, 3.77882, 1.91562], [-0.72380, 1.61301, 4.90023], [0.03825, 0.07497, 4.38875], [1.70542, -0.00364, 4.96911], [-0.90777, -1.30877, 5.02287], [-0.01359, -0.01464, 2.78560], [-1.20035, 0.10109, 2.32776], [1.05891, -0.18639, 2.15090]],
  "atomic_forces_ev_per_a": [[0.076, -0.951, 1.629], [0.095, -0.292, 0.089], [-0.455, 0.713, 0.725], [0.167, 0.421, -0.153], [-0.030, -0.300, -0.047], [0.183, -1.009, -0.324], [0.109, -0.058, -0.060], [0.132, -0.056, 0.171], [0.165, -0.252, -0.033], [-0.080, 0.052, -0.260], [-0.146, 0.101, 0.175], [0.271, 0.081, 0.079], [-0.018, -0.099, 0.151], [-0.045, 0.094, 0.125], [-0.058, 0.018, -0.188], [0.133, -0.027, 0.398], [-0.359, -0.179, -0.230], [-0.529, 0.259, -0.138], [-0.128, 0.061, 0.096], [0.022, -0.107, -0.002], [-0.044, 0.086, -0.109], [-0.758, -0.468, 0.188], [0.356, 0.369, 0.071], [0.227, 0.014, 0.355], [0.087, 0.125, 0.181], [-0.010, 0.350, 0.049], [0.016, 0.186, 0.164], [-0.144, 0.108, 0.096], [-0.036, 0.206, -0.247], [0.034, -0.346, -0.132], [-0.033, -0.223, -0.141], [-0.083, 0.199, -0.255], [0.239, 0.074, 0.071], [1.197, 0.021, -0.447], [-0.487, 1.542, -0.481], [0.825, 2.096, -0.519], [-0.444, -0.282, 0.067], [-0.469, 0.295, 0.571], [0.055, -0.740, -0.136], [-0.278, -0.077, -0.316], [-0.042, 0.144, 0.403], [0.075, -0.208, -0.175], [0.033, -0.012, -0.139], [-0.109, 0.095, 0.120], [-0.186, -0.187, 0.116], [-0.074, 0.253, 0.036], [0.010, -0.147, 0.083], [0.044, 0.055, -0.265], [0.288, 0.037, 0.179], [0.293, -0.031, -0.344], [0.068, -0.127, 0.159], [-0.010, -0.044, 0.174], [0.028, -0.023, -0.097], [-0.002, -0.259, -0.246], [0.134, 0.054, 0.093], [-0.218, -0.136, -0.163], [0.002, -0.044, 0.149], [0.166, -0.145, 0.360], [-0.103, -0.699, 0.117], [-0.108, -0.094, 0.109], [0.169, -0.141, 0.083], [-0.010, -0.019, -0.110], [-0.099, 0.282, -0.109], [0.087, 0.396, -0.075], [0.027, -0.020, -0.218], [-0.230, -0.136, 0.054], [0.251, -0.496, -0.066], [0.001, 0.132, -0.816], [-0.342, 0.011, 0.019], [0.250, 0.272, -0.041], [0.418, 0.044, -0.250], [1.486, -0.913, -1.110], [-2.052, 0.107, 0.735]]
}


{
  "formula": "C3H6N2O",
  "method": "ωB97M-V/def2-TZVPD",
  "smiles": "O=C=C1CN1.N",
  "relative_energy_ev": 3.6166,
  "gap_ha": 0.334,
  "homo_ev": -8.149,
  "e_tot_ha": -302.5602,
  "elements": ["N", "C", "O", "C", "C", "N", "H", "H", "H", "H", "H", "H"],
  "positions_angstrom": [[1.80918, -0.25111, 1.05911], [0.25521, 1.39968, -0.19640], [0.89884, 2.37915, -0.11696], [-0.65927, 0.47170, -0.27893], [-1.77728, -0.07512, -1.03285], [-0.82885, -0.94976, -0.30621], [2.68271, 0.20660, 1.30032], [1.99838, -0.92918, 0.32707], [1.50052, -0.77200, 1.87393], [-1.72244, -0.15039, -2.11733], [-2.78206, 0.04893, -0.62700], [-1.25726, -1.25230, 0.56939]],
  "atomic_forces_ev_per_a": [[0.163, -0.144, 0.095], [0.112, 0.563, -0.027], [-0.490, -0.774, -0.045], [0.259, 0.310, 0.018], [-0.247, 0.077, -0.204], [-0.012, -0.119, 0.171], [-0.077, -0.059, -0.035], [-0.019, 0.067, 0.063], [0.045, 0.060, -0.071], [0.028, 0.009, 0.193], [0.198, -0.027, -0.056], [0.041, 0.038, -0.102]]
}


{
  "formula": "C3H12NO3S",
  "method": "ωB97M-V/def2-TZVPD",
  "multiplicity": 2,
  "relative_energy_ev": 1.7083,
  "gap_ha": [0.151, 0.295],
  "homo_ev": [-4.079, -8.042],
  "e_tot_ha": -800.0073,
  "elements": ["O", "C", "C", "C", "S", "N", "H", "H", "H", "H", "H", "H", "H", "H", "H", "H", "O", "H", "H", "O"],
  "positions_angstrom": [[1.69984, -0.53286, -1.53860], [0.61460, -1.10961, -1.86288], [-0.67704, -0.41236, -1.39038], [-1.45655, -1.32401, -0.43777], [-0.23686, -2.43116, 0.43190], [-0.21189, 0.76084, -0.60699], [0.48487, -1.83005, -2.66288], [-1.38997, -0.09266, -2.16183], [-2.32743, -1.86953, -0.79708], [-2.13520, -0.74382, 0.26403], [0.12983, -1.49119, 1.24952], [0.82532, 0.63331, -0.47219], [-0.71051, 1.27749, 0.11654], [-0.31838, 1.52925, -1.27112], [1.26441, 2.42390, 1.53172], [1.05253, 3.45679, 0.33569], [0.74779, 2.65083, 0.75361], [0.30750, 0.25452, 2.93706], [1.22114, -1.03835, 2.88628], [1.11599, -0.11132, 2.69536]],
  "atomic_forces_ev_per_a": [[1.155, 0.496, 0.399], [-1.430, 0.881, -0.409], [-0.886, -1.529, 0.567], [-0.940, 0.190, 1.643], [-1.580, -0.613, -0.445], [-0.376, 1.699, -1.798], [0.142, -0.113, -0.242], [0.218, 0.301, -0.093], [0.758, -0.778, -1.117], [1.337, -0.044, 0.028], [0.413, 0.731, 0.657], [0.051, -0.398, -0.172], [-0.073, -1.436, 0.884], [0.960, -0.041, -0.437], [0.355, 0.315, -0.122], [0.429, 0.141, 0.391], [-0.543, -0.015, 0.073], [-2.242, 0.182, 0.997], [-0.472, -0.257, 0.382], [2.724, 0.288, -1.184]]
}